[1]
C30H31AsCl3GeN5O6S2Y as an isolated structure. Source: the Open Molecules 2025 dataset; level of theory: ωB97M-V/def2-TZVPD.

Structure (XYZ):
```
80
Properties=species:S:1:pos:R:3
Y 0.007 0.273 0.572
C -1.189 3.645 -2.525
C -2.105 4.416 -1.585
C -3.138 3.603 -0.827
C -4.477 3.832 -1.128
C -5.498 3.210 -0.430
C -5.183 2.351 0.605
C -3.862 2.063 0.925
C -3.568 1.116 2.055
C -3.562 -0.337 1.596
C -2.839 2.665 0.185
N -1.480 2.267 0.398
C -0.657 3.211 0.751
C 0.750 3.107 0.606
C 1.726 4.063 0.900
C 2.934 3.542 0.441
C 2.638 2.293 -0.108
N 1.326 2.018 -0.032
H -0.605 4.338 -3.132
H -1.751 2.993 -3.190
H -0.482 3.039 -1.962
H -2.659 5.172 -2.146
H -1.477 4.982 -0.896
H -4.716 4.536 -1.915
H -6.531 3.410 -0.681
H -5.972 1.884 1.184
H -4.331 1.247 2.826
H -2.609 1.353 2.514
H -4.531 -0.634 1.191
H -3.306 -1.003 2.420
H -2.830 -0.498 0.792
H -1.038 4.155 1.143
H 1.559 5.015 1.377
H 3.906 4.002 0.495
H 3.324 1.578 -0.538
O 1.739 0.997 2.606
As 0.510 0.312 3.674
O 0.144 1.236 4.946
O -0.720 0.059 2.523
C 1.084 -1.475 4.149
C 0.664 -1.854 5.418
C 0.863 -3.152 5.877
C 1.484 -4.079 5.065
C 1.926 -3.708 3.798
C 1.727 -2.418 3.336
S 2.485 -2.019 1.769
O 3.528 -1.060 2.077
O 2.883 -3.253 1.155
O 1.409 -1.335 0.978
H 2.526 0.417 2.515
H 0.179 -1.116 6.046
H 0.532 -3.429 6.870
H 1.646 -5.090 5.415
H 2.442 -4.415 3.164
C -0.210 -0.349 -5.186
N -0.116 -1.446 -4.236
C 0.067 -2.766 -4.572
C 0.064 -3.472 -3.429
N -0.114 -2.574 -2.384
C -0.268 -1.326 -2.903
S -0.554 0.188 -2.178
C -0.255 -3.025 -1.034
C 0.369 -4.216 -0.691
C 0.134 -4.732 0.568
C -0.702 -4.045 1.431
C -1.205 -2.827 1.016
N -0.988 -2.305 -0.198
H 0.203 -0.694 -6.131
H 0.365 0.497 -4.817
H -1.249 -0.055 -5.311
H 0.178 -3.082 -5.593
H 0.145 -4.528 -3.266
H 1.051 -4.707 -1.367
H 0.619 -5.649 0.874
H -0.917 -4.404 2.427
H -1.793 -2.219 1.691
Cl -5.646 -0.409 -1.720
Ge -3.626 -0.220 -2.477
Cl -3.276 -2.216 -3.301
Cl -3.798 1.058 -4.223
```

Properties
LUMO energy (spin up / spin down): -0.381 / -2.550 eV
DFT total energy: -228992.657 eV
spin multiplicity: 2
⟨S²⟩: 0.754
orbital gap (spin up / spin down): 7.4 / 5.2 eV

***

[2]
C30H31Cl2CrNOSSbSe as an isolated structure. Source: the Open Molecules 2025 dataset; level of theory: ωB97M-V/def2-TZVPD.

Structure (XYZ):
```
69
Properties=species:S:1:pos:R:3
Cr 1.015 -0.530 -0.696
C 1.465 -5.573 -0.010
C 0.033 -5.622 -0.238
C -0.873 -5.394 0.859
C -0.449 -5.802 -1.579
O 0.561 -2.004 -0.679
H 1.948 -6.343 -0.607
H 1.749 -5.579 1.030
H 1.774 -4.603 -0.438
H -0.760 -6.308 1.427
H -1.937 -5.310 0.596
H -0.472 -4.644 1.566
H -1.017 -6.763 -1.574
H 0.368 -5.895 -2.286
H -1.189 -5.064 -1.864
S 1.478 0.113 1.444
Sb -0.366 1.462 2.009
C -2.059 1.093 0.594
C -2.877 2.254 0.319
C -4.190 2.194 -0.180
C -4.793 0.939 -0.190
C -4.108 -0.204 0.225
C -2.760 -0.165 0.564
C -0.995 1.044 4.006
C -0.281 0.154 4.772
C -0.775 -0.203 6.020
C -1.879 0.443 6.547
C -2.524 1.429 5.814
C -2.101 1.726 4.509
C 0.086 3.539 1.777
C 0.152 4.301 0.586
C 0.556 5.605 0.628
C 0.936 6.218 1.828
C 0.909 5.453 3.019
C 0.470 4.146 2.979
H -2.444 3.225 0.571
H -4.710 3.128 -0.433
H -5.777 0.780 -0.458
H -4.633 -1.169 0.274
H -2.222 -1.113 0.714
H 0.600 -0.354 4.359
H -0.285 -0.976 6.611
H -2.214 0.234 7.553
H -3.391 1.947 6.239
H -2.658 2.503 3.997
H -0.108 3.861 -0.330
H 0.581 6.154 -0.310
H 1.360 7.214 1.816
H 1.194 5.908 3.967
H 0.406 3.598 3.906
N 1.128 -0.022 -2.557
C 1.304 0.081 -3.695
C 1.642 -0.043 -5.066
C 0.688 -0.098 -6.081
C 1.109 -0.447 -7.356
C 2.491 -0.767 -7.516
C 3.433 -0.744 -6.513
C 3.011 -0.309 -5.281
H -0.332 0.205 -5.897
H 0.380 -0.507 -8.140
H 2.836 -1.097 -8.498
H 4.461 -1.022 -6.708
H 3.717 -0.243 -4.449
Cl 3.476 -0.715 -1.159
C 4.551 0.665 -0.369
Cl 4.465 2.206 -1.094
H 5.566 0.248 -0.435
H 4.154 0.675 0.633
Se -0.873 0.888 -1.074
```

Properties
LUMO energy (spin up / spin down): -9.446 / -9.448 eV
DFT total energy: -171307.627 eV
spin multiplicity: 1
charge: +3
orbital gap (spin up / spin down): 6.7 / 6.7 eV

***

[3]
A 2-piece molecular cluster, C30H31F2N4O6 overall. Source: the Open Molecules 2025 dataset; level of theory: ωB97M-V/def2-TZVPD.

Structure (XYZ):
```
73
Properties=species:S:1:pos:R:3
C -0.070 2.366 -2.872
C -1.329 3.215 -3.011
C -1.118 4.721 -2.764
O 0.155 5.019 -2.192
C 0.175 5.290 -0.809
C 1.337 4.505 -0.259
C 2.606 4.860 -0.628
C 3.671 4.096 -0.206
C 5.076 4.469 -0.645
O 5.555 3.947 -1.597
N 5.703 5.528 0.089
C 5.678 5.352 1.497
O 4.850 5.738 2.255
F 6.751 4.645 1.877
N 3.439 3.042 0.560
C 4.517 2.137 1.000
C 4.928 1.167 -0.123
C 4.280 -0.184 0.018
F 6.307 1.070 -0.075
N 2.234 2.683 0.958
C 1.190 3.377 0.568
C -0.158 2.898 1.037
C -0.126 1.676 1.964
C -0.103 0.396 1.146
N -1.329 -0.253 1.054
O 0.909 -0.017 0.632
H -0.283 1.351 -3.204
H 0.751 2.741 -3.478
H 0.261 2.282 -1.837
H -2.093 2.824 -2.338
H -1.717 3.088 -4.020
H -1.917 5.121 -2.140
H -1.162 5.262 -3.706
H -0.759 5.018 -0.323
H 0.359 6.354 -0.640
H 2.776 5.713 -1.269
H 5.317 6.440 -0.137
H 4.102 1.575 1.829
H 5.367 2.726 1.329
H 4.668 1.593 -1.095
H 4.523 -0.633 0.980
H 4.596 -0.840 -0.787
H 3.197 -0.065 -0.020
H -0.778 2.703 0.161
H -0.631 3.731 1.560
H 0.752 1.701 2.601
H -1.004 1.678 2.603
H -1.242 -1.110 0.514
H -2.035 0.348 0.646
C -0.726 -7.869 -0.625
C -1.591 -8.891 -0.250
C -2.851 -8.592 0.240
C -3.249 -7.267 0.364
C -2.375 -6.240 0.001
C -1.115 -6.547 -0.499
C -2.763 -4.811 0.154
O -2.005 -3.916 -0.168
C -4.109 -4.513 0.720
C -4.479 -3.190 0.915
C -5.725 -2.887 1.435
C -6.613 -3.908 1.756
C -6.250 -5.230 1.565
C -4.996 -5.537 1.053
C -4.616 -6.971 0.880
O -5.393 -7.859 1.152
H 0.255 -8.107 -1.014
H -1.282 -9.923 -0.343
H -3.535 -9.377 0.529
H -0.450 -5.744 -0.785
H -3.782 -2.405 0.660
H -6.009 -1.854 1.592
H -7.590 -3.670 2.157
H -6.929 -6.034 1.812
```

Properties
LUMO energy: -4.649 eV
DFT total energy: -55286.559 eV
spin multiplicity: 1
charge: +1
orbital gap: 6.6 eV

***

[4]
C30H31N5O5S2Sn as an isolated structure. Source: the Open Molecules 2025 dataset; level of theory: ωB97M-V/def2-TZVPD.

Structure (XYZ):
```
74
Properties=species:S:1:pos:R:3
Sn 0.095 0.924 0.350
O -3.117 2.634 8.038
N -2.652 3.318 7.156
O -2.723 4.516 7.044
C -2.035 2.549 6.032
C -1.570 1.267 6.401
C -0.914 0.441 5.484
C -0.382 -0.811 5.868
C 0.300 -1.544 4.926
C 0.426 -1.012 3.646
N -0.093 0.159 3.243
C -0.750 0.874 4.147
C -1.288 2.201 3.757
N -1.107 2.569 2.501
C -1.495 3.808 2.144
C -2.112 4.711 3.001
C -2.348 4.338 4.300
C -1.911 3.049 4.732
H -1.711 0.956 7.430
H -0.499 -1.165 6.886
H 0.744 -2.499 5.167
H 0.991 -1.551 2.894
H -1.324 4.075 1.107
H -2.415 5.685 2.643
H -2.839 5.007 4.988
O 1.617 -0.522 0.127
S 2.697 -1.595 -0.187
C 1.744 -3.104 -0.492
C 0.795 -3.042 -1.690
C -0.384 -4.027 -1.566
C -1.509 -3.577 -0.637
S -2.388 -2.028 -1.075
O -1.396 -0.923 -0.907
C -2.745 -2.291 -2.766
C -2.062 -1.584 -3.779
C -2.410 -1.827 -5.077
C -3.495 -2.711 -5.375
C -4.167 -3.421 -4.355
C -3.818 -3.197 -3.056
C 3.297 -1.250 -1.813
C 2.743 -0.253 -2.601
C 3.260 -0.056 -3.875
C 4.309 -0.840 -4.334
C 4.855 -1.830 -3.527
C 4.360 -2.034 -2.248
H 1.221 -3.261 0.456
H 2.495 -3.891 -0.586
H 1.347 -3.260 -2.604
H 0.417 -2.024 -1.781
H -0.046 -4.986 -1.164
H -0.778 -4.246 -2.559
H -1.147 -3.303 0.358
H -2.285 -4.336 -0.512
H -1.266 -0.899 -3.520
H -1.877 -1.357 -5.893
H -3.825 -2.812 -6.402
H -4.966 -4.106 -4.609
H -4.345 -3.693 -2.248
H 1.944 0.372 -2.225
H 2.849 0.718 -4.510
H 4.728 -0.658 -5.315
H 5.678 -2.434 -3.885
H 4.815 -2.776 -1.600
C 1.121 3.778 -2.979
N 1.935 4.192 -1.839
C 1.952 3.589 -0.661
N 2.759 4.046 0.301
O 1.188 2.582 -0.424
H 0.748 4.662 -3.488
H 0.278 3.194 -2.626
H 1.711 3.190 -3.681
H 2.552 4.978 -1.977
H 3.423 4.786 0.141
H 2.801 3.567 1.182
```

Properties
LUMO energy (spin up / spin down): -14.013 / -14.127 eV
DFT total energy: -76760.382 eV
spin multiplicity: 1
charge: +4
orbital gap (spin up / spin down): 4.5 / 4.4 eV

***

[5]
C30H32AsF9N3OPPtSTe as an isolated structure. Source: the Open Molecules 2025 dataset; level of theory: ωB97M-V/def2-TZVPD.

Structure (XYZ):
```
80
Properties=species:S:1:pos:R:3
Pt -0.446 -0.442 -0.229
C 5.803 -0.291 -0.343
As 3.881 0.067 -0.146
C 3.472 0.043 -2.069
C 4.041 2.013 0.093
H 6.266 0.438 -1.009
H 5.952 -1.291 -0.749
H 6.287 -0.241 0.633
H 4.379 0.190 -2.657
H 2.760 0.834 -2.298
H 3.021 -0.911 -2.345
H 4.988 2.243 0.581
H 3.225 2.378 0.714
H 3.998 2.528 -0.867
C -2.863 4.054 0.536
S -3.145 2.282 0.599
C -4.499 2.361 1.774
O -3.782 1.907 -0.700
H -3.699 4.500 -0.004
H -1.934 4.226 -0.004
H -2.787 4.451 1.548
H -4.131 2.746 2.726
H -4.874 1.347 1.909
H -5.281 3.003 1.367
F -0.255 -8.154 -0.016
C -1.564 -7.850 -0.081
F -2.136 -8.379 1.015
F -2.070 -8.496 -1.140
C -1.783 -6.364 -0.154
C -2.653 -5.818 -1.079
C -2.851 -4.441 -1.113
C -2.195 -3.611 -0.211
C -1.343 -4.186 0.735
C -1.126 -5.550 0.760
P -2.304 -1.772 -0.233
C -3.351 -1.522 1.247
C -4.625 -2.076 1.373
C -5.350 -1.907 2.538
C -4.789 -1.206 3.602
C -3.518 -0.669 3.500
C -2.806 -0.820 2.316
C -5.596 -1.031 4.858
F -6.583 -0.132 4.683
F -6.181 -2.178 5.237
F -4.853 -0.601 5.887
C -3.355 -1.451 -1.686
C -4.581 -0.800 -1.636
C -5.232 -0.445 -2.805
C -4.661 -0.738 -4.031
C -3.434 -1.383 -4.101
C -2.783 -1.725 -2.930
C -5.389 -0.325 -5.280
F -6.570 -0.963 -5.396
F -5.664 0.989 -5.285
F -4.690 -0.590 -6.393
H -3.172 -6.459 -1.778
H -3.525 -4.022 -1.848
H -0.851 -3.554 1.465
H -0.433 -5.981 1.472
H -5.050 -2.652 0.559
H -6.343 -2.326 2.632
H -3.087 -0.137 4.336
H -1.818 -0.386 2.208
H -5.026 -0.546 -0.686
H -6.175 0.086 -2.763
H -2.983 -1.592 -5.061
H -1.811 -2.204 -2.980
N 2.167 -5.086 -1.165
C 1.981 -4.130 -0.212
C 1.312 -2.929 -0.506
N 1.070 -2.037 0.435
C 1.492 -2.297 1.677
C 2.162 -3.471 1.947
N 2.409 -4.393 1.018
H 2.026 -4.876 -2.135
H 2.732 -5.881 -0.922
H 0.961 -2.705 -1.507
H 1.295 -1.554 2.436
H 2.520 -3.684 2.947
Te 0.053 1.826 -1.069
```

Properties
LUMO energy (spin up / spin down): -0.087 / -1.393 eV
DFT total energy: -154108.177 eV
relative energy (zero: lowest compared OMol25 entry of this formula, charge and spin): 0.9271 eV
spin multiplicity: 3
⟨S²⟩: 2.015
orbital gap (spin up / spin down): 6.8 / 6.2 eV

***

[6]
C30H32BF5N2O2SbSiZr as an isolated structure. Source: the Open Molecules 2025 dataset; level of theory: ωB97M-V/def2-TZVPD.

Structure (XYZ):
```
75
Properties=species:S:1:pos:R:3
Zr -0.371 0.287 0.158
N -2.131 -2.024 0.337
C -1.463 -3.335 0.174
C -0.331 -3.185 -0.850
C 0.336 -1.887 -0.526
O 0.573 -1.571 0.690
O 0.465 -0.963 -1.398
H -2.721 -2.025 1.161
H -2.748 -1.839 -0.446
H -2.139 -4.132 -0.131
H -1.033 -3.606 1.135
H -0.707 -3.127 -1.869
H 0.374 -4.016 -0.781
C -4.872 0.119 -1.299
Si -3.288 1.085 -1.399
C -2.261 0.371 -2.788
C -3.635 2.865 -1.798
N -2.332 0.810 0.038
C -2.689 1.102 1.374
C -2.002 0.466 2.426
C -2.263 0.779 3.752
C -3.251 1.693 4.070
C -3.960 2.308 3.044
C -3.683 2.021 1.719
H -5.545 0.403 -2.115
H -5.392 0.311 -0.354
H -4.706 -0.961 -1.374
H -2.878 0.325 -3.691
H -1.902 -0.644 -2.594
H -1.394 0.993 -3.020
H -3.549 3.028 -2.876
H -2.931 3.533 -1.296
H -4.647 3.154 -1.498
H -1.241 -0.291 2.227
H -1.699 0.292 4.539
H -3.471 1.921 5.104
H -4.735 3.026 3.279
H -4.227 2.527 0.927
F 9.079 2.056 0.199
C 7.780 1.730 0.192
C 7.244 1.105 1.300
C 5.896 0.776 1.289
C 5.095 1.071 0.184
C 5.683 1.680 -0.927
C 7.027 2.027 -0.926
Sb 3.083 0.345 0.152
C 2.850 0.774 2.231
C 3.300 1.971 2.790
C 3.029 2.284 4.113
C 2.323 1.371 4.874
F 2.043 1.674 6.148
C 1.915 0.152 4.375
C 2.171 -0.136 3.041
C 2.232 2.269 -0.819
C 2.616 2.333 -2.194
C 3.003 3.507 -2.787
C 3.072 4.643 -1.985
F 3.430 5.781 -2.550
C 2.782 4.641 -0.624
C 2.380 3.460 -0.056
H 7.879 0.881 2.147
H 5.473 0.291 2.160
H 5.098 1.893 -1.813
H 7.495 2.508 -1.776
H 3.893 2.660 2.200
H 3.354 3.215 4.559
H 1.412 -0.552 5.026
H 1.851 -1.092 2.645
H 2.539 1.432 -2.798
H 3.264 3.573 -3.835
H 2.868 5.557 -0.055
H 2.091 3.440 0.989
F -0.115 3.218 -1.192
B 0.467 2.039 -1.023
F 0.262 1.680 1.323
```

Properties
LUMO energy: -3.927 eV
DFT total energy: -68662.534 eV
relative energy (zero: lowest compared OMol25 entry of this formula, charge and spin): 2.3591 eV
spin multiplicity: 1
charge: +1
orbital gap: 6.7 eV